Below is a 8-piece molecular cluster, C30H48O22S overall, with properties calculated with ωB97M-V/def2-TZVPD.

E_HOMO (eV): -9.60
E_LUMO (eV): -0.3

The geometry in ORCA input format:
```
! RIJCOSX wB97M-V def2-TZVPD def2/J DEFGRID3
* xyz 0 1
C -0.6064 -3.7680 -3.0468
C 0.8094 -4.1817 -2.6814
C 1.4864 -3.5697 -1.4754
O 2.1755 -4.7289 -0.9359
C 1.7036 -5.8856 -1.4779
O 2.0008 -6.9548 -1.0502
O 0.8889 -5.6030 -2.5004
H -0.5251 -3.2530 -4.0041
H -0.9960 -3.0204 -2.3497
H -1.3093 -4.5961 -3.0662
H 1.3951 -3.9495 -3.5736
H 0.8864 -3.1500 -0.6714
H 2.3391 -2.9640 -1.7726
C -3.2509 3.9936 -0.6037
C -3.6267 5.0717 -1.6138
C -3.5149 6.5180 -1.0718
O -3.1961 7.2246 -2.2491
C -2.7087 6.4086 -3.1996
O -2.2191 6.7532 -4.2134
O -2.8061 5.1167 -2.7712
H -3.8580 4.1237 0.2901
H -2.1879 4.1853 -0.4510
H -3.4081 2.9753 -0.9520
H -4.6716 5.0346 -1.9472
H -2.7381 6.5039 -0.3017
H -4.4907 6.9031 -0.7858
C 5.4026 -2.9050 1.7443
C 4.5764 -2.1198 0.7407
C 3.8310 -0.9397 1.3191
O 4.4248 0.2274 0.7426
C 5.3898 -0.1698 -0.0972
O 6.1285 0.5393 -0.6994
O 5.4364 -1.5177 -0.2369
H 5.7388 -3.8680 1.3468
H 4.8540 -3.3475 2.5869
H 6.2250 -2.3450 2.1874
H 3.9146 -2.7733 0.1702
H 3.8412 -0.9833 2.4098
H 2.7764 -0.9302 1.0441
C -1.8905 2.0902 7.0917
C -2.0980 3.1362 6.0133
C -0.9106 4.1228 5.8740
O -0.3271 3.7782 4.6055
C -1.2208 3.0664 3.9008
O -1.1688 2.8261 2.7374
O -2.0957 2.4612 4.7322
H -2.6199 1.2861 7.0700
H -2.0210 2.5753 8.0692
H -0.8413 1.7996 7.1791
H -3.1318 3.4915 6.0014
H -0.2018 4.0007 6.6874
H -1.2778 5.1477 5.8494
C 1.5656 0.8786 4.6144
C 0.8908 -0.4914 4.6821
C -0.5696 -0.4462 4.3337
O -0.7932 -1.6460 3.5852
C 0.3921 -2.0435 3.1020
O 0.6200 -2.9339 2.3507
O 1.3745 -1.2091 3.5392
H 1.5091 1.2323 3.5861
H 2.6369 0.7715 4.7999
H 1.1847 1.5689 5.3653
H 1.1337 -1.0181 5.6078
H -0.8178 0.3676 3.6451
H -1.1966 -0.3089 5.2140
C -6.9239 -1.0072 -2.5002
C -5.5869 -1.6457 -2.8258
C -4.4457 -1.2866 -1.8733
O -3.8891 -2.5570 -1.5374
C -4.6332 -3.5781 -2.0550
O -4.2625 -4.6975 -1.9705
O -5.6896 -3.0741 -2.7013
H -7.6414 -1.3290 -3.2503
H -6.8260 0.0802 -2.5399
H -7.2283 -1.2279 -1.4788
H -5.2079 -1.5494 -3.8467
H -4.8699 -0.8354 -0.9714
H -3.6647 -0.6348 -2.2559
C 2.3261 -1.4150 -4.4872
C 3.4859 -0.6494 -5.1319
C 4.7186 -0.4026 -4.2760
O 5.8051 -0.6466 -5.1729
C 5.3319 -1.2425 -6.2820
O 6.0315 -1.7305 -7.1074
O 3.9812 -1.2599 -6.3134
H 2.6871 -2.3288 -4.0243
H 1.5921 -1.5160 -5.2857
H 1.8818 -0.7850 -3.7157
H 3.1398 0.3736 -5.3051
H 4.8589 -0.8947 -3.3077
H 4.7642 0.6374 -3.9377
C 0.9525 1.8131 -0.0142
S 0.5464 0.3588 -1.0356
O 1.6435 -0.6665 -0.8994
C -0.8807 -0.1814 -0.0687
H 0.0826 2.4699 0.0150
H 1.8493 2.3335 -0.3410
H 1.1334 1.5291 1.0265
H -0.4620 -0.6179 0.8443
H -1.3088 -1.0522 -0.5641
H -1.5268 0.6575 0.1710
*
```